[1]
{
  "formula": "C36H37IrN10O3S2",
  "method": "the ωB97M-V functional and the def2-TZVPD basis",
  "charge": 1,
  "spin_multiplicity": 2,
  "relative_energy_kcal_mol": 98.3,
  "e_lumo_ev": [-3.29, -3.42],
  "s_squared": 0.754,
  "e_homo_ev": [-9.397, -9.512],
  "orbital_gap_ev": [6.1, 6.1],
  "symbols": ["Ir", "C", "S", "C", "S", "N", "N", "C", "C", "C", "C", "C", "C", "N", "H", "H", "H", "H", "H", "H", "H", "H", "C", "C", "C", "C", "C", "N", "C", "C", "C", "C", "C", "C", "C", "N", "C", "C", "C", "N", "C", "C", "N", "C", "C", "C", "N", "H", "H", "H", "H", "H", "H", "H", "H", "H", "H", "H", "H", "H", "H", "H", "H", "H", "H", "C", "C", "C", "C", "C", "C", "O", "N", "C", "O", "N", "C", "O", "H", "H", "H", "H", "H", "H", "H", "H", "H", "H", "H"],
  "coordinates": [[0.229973, -1.330327, -0.219391], [-4.321293, 0.531085, 2.644203], [-3.124502, -0.668915, 3.246929], [-1.592547, -0.132088, 2.595125], [-2.035167, -1.406831, -0.125701], [-0.675201, -1.017557, 2.729328], [0.383907, -1.194879, 1.905075], [1.545724, -1.398614, 2.401035], [2.663873, -1.575574, 1.476890], [3.947201, -1.834825, 1.930078], [4.983496, -1.890223, 1.012202], [4.706959, -1.671227, -0.326557], [3.396546, -1.437489, -0.710183], [2.394160, -1.404552, 0.166317], [-5.277151, 0.012002, 2.692631], [-4.107698, 0.785768, 1.610084], [-4.369665, 1.417426, 3.266061], [1.714548, -1.344512, 3.471025], [4.122777, -1.982725, 2.986770], [5.994252, -2.089809, 1.340937], [5.488630, -1.677264, -1.072250], [3.137036, -1.266263, -1.746413], [4.111204, -4.196041, -5.133240], [3.022099, -3.450052, -4.412523], [2.574107, -2.205605, -4.861237], [1.631475, -1.488486, -4.157606], [1.048115, -1.983039, -2.980451], [0.204047, -1.209022, -2.207938], [-0.779677, -0.392283, -2.759503], [-1.452172, -0.779912, -3.926996], [-2.522537, -0.075269, -4.429985], [-3.019674, 1.046374, -3.766935], [-4.248044, 1.764404, -4.252797], [-2.369616, 1.444359, -2.614443], [-1.247930, 0.774421, -2.126992], [-0.614558, 1.391246, -0.987129], [-0.549915, 2.778991, -0.869966], [-0.061673, 3.339461, 0.229011], [0.444657, 2.436008, 1.317953], [0.208031, 0.690817, -0.198560], [1.441197, -3.269200, -2.580046], [2.442505, -3.957173, -3.263941], [0.813877, -3.958625, -1.489195], [0.688030, -5.298385, -1.364828], [0.081511, -5.567212, -0.161910], [-0.155556, -4.315134, 0.406449], [0.288657, -3.361123, -0.399363], [4.057180, -4.023155, -6.207411], [4.040699, -5.269003, -4.958592], [5.098337, -3.869715, -4.799294], [2.994783, -1.780997, -5.764863], [1.335628, -0.503790, -4.496639], [-1.122102, -1.683344, -4.423077], [-3.010002, -0.423071, -5.332485], [-4.366470, 1.652505, -5.329527], [-4.206269, 2.828734, -4.022601], [-5.144135, 1.358053, -3.779255], [-2.751941, 2.296072, -2.064470], [-0.850321, 3.333847, -1.744303], [0.119847, 4.403469, 0.259314], [0.208541, 1.415504, 3.152647], [2.779273, -4.914182, -2.884915], [1.000799, -5.959546, -2.152469], [-0.176487, -6.531805, 0.235700], [-0.655948, -4.049171, 1.322930], [-3.050949, 3.775824, 1.871100], [-1.818659, 4.261566, 2.622631], [-0.939729, 3.203125, 3.344366], [-1.644667, 2.722948, 4.626013], [-0.861921, 1.724489, 5.473099], [0.292338, 4.003122, 3.780552], [0.274430, 4.767091, 4.708967], [1.467650, 3.859796, 3.039179], [1.698974, 3.067590, 1.935978], [2.795057, 2.912388, 1.469435], [0.858077, 1.174015, 0.747233], [-0.449394, 2.008732, 2.509684], [-1.530685, 1.135004, 2.099404], [-3.514430, 4.624293, 1.366594], [-3.793809, 3.357853, 2.546367], [-2.811773, 3.025220, 1.119181], [-2.125827, 4.956680, 3.406513], [-1.198222, 4.850127, 1.944958], [-2.611388, 2.307669, 4.349579], [-1.835436, 3.615313, 5.221794], [-0.758768, 0.747857, 4.998136], [-1.377322, 1.561204, 6.418720], [0.134694, 2.103790, 5.712364], [2.266292, 4.371786, 3.395466]],
  "atomic_forces_ev_per_a": [[0.482, 0.129, 0.492], [0.075, 0.041, 0.006], [-0.032, -0.013, 0.149], [-0.028, 0.194, -0.149], [-0.168, -0.015, -0.160], [-0.104, -0.281, 0.107], [0.095, 0.186, -0.347], [0.074, 0.024, -0.024], [-0.018, 0.031, 0.040], [-0.003, 0.043, -0.003], [0.006, -0.001, -0.007], [-0.001, 0.030, 0.032], [0.030, 0.054, -0.003], [-0.258, -0.123, -0.212], [0.010, -0.013, 0.003], [0.012, 0.003, -0.032], [0.018, 0.053, 0.018], [-0.029, -0.080, 0.006], [0.005, 0.020, 0.002], [0.000, 0.001, 0.001], [-0.007, -0.015, -0.007], [-0.008, -0.018, 0.004], [0.000, 0.008, 0.002], [-0.010, 0.037, -0.024], [0.028, -0.033, -0.005], [-0.002, 0.031, 0.061], [-0.068, -0.169, -0.054], [0.000, 0.276, -0.035], [0.011, -0.153, -0.055], [0.028, 0.037, -0.038], [0.007, 0.005, 0.015], [-0.003, 0.014, -0.003], [-0.004, -0.014, 0.016], [-0.002, -0.012, -0.014], [-0.053, -0.016, 0.081], [0.144, 0.014, -0.140], [0.001, 0.028, 0.036], [0.049, -0.080, -0.053], [-0.088, 0.074, 0.038], [-0.248, -0.315, 0.219], [-0.013, -0.023, -0.002], [0.022, 0.003, 0.041], [-0.030, -0.009, -0.040], [-0.068, -0.024, -0.018], [0.001, 0.014, -0.007], [-0.087, -0.030, -0.060], [0.111, 0.178, 0.245], [-0.003, -0.009, -0.001], [0.003, 0.000, 0.001], [0.000, 0.001, -0.003], [0.008, 0.003, 0.004], [-0.010, 0.000, 0.000], [-0.005, 0.003, -0.005], [0.001, -0.004, 0.001], [0.003, 0.013, -0.003], [0.001, 0.001, -0.004], [-0.004, 0.000, -0.008], [-0.009, -0.008, 0.007], [-0.004, -0.015, -0.006], [-0.039, 0.009, 0.012], [0.006, -0.043, -0.060], [-0.013, -0.004, 0.001], [0.014, 0.015, -0.008], [-0.011, 0.003, -0.001], [0.027, 0.010, 0.016], [0.029, -0.013, 0.009], [0.011, -0.016, -0.018], [-0.068, -0.046, 0.069], [0.055, 0.026, -0.012], [0.001, 0.033, 0.002], [0.035, -0.011, -0.016], [0.007, -0.019, 0.017], [0.006, -0.008, 0.008], [-0.021, -0.011, 0.022], [-0.001, 0.033, -0.038], [0.208, 0.068, -0.088], [-0.045, 0.077, 0.107], [0.076, -0.069, -0.064], [-0.011, -0.002, 0.010], [-0.011, -0.024, 0.013], [-0.003, 0.001, -0.006], [0.018, 0.030, -0.016], [0.017, -0.008, -0.007], [-0.098, -0.083, -0.032], [-0.043, -0.005, -0.014], [-0.002, -0.013, -0.006], [0.001, -0.005, -0.002], [-0.003, -0.006, -0.001], [0.000, 0.003, -0.001]],
  "lowdin_spin": [0.113, 0.000, 0.012, 0.009, 0.742, 0.012, 0.003, 0.001, 0.000, 0.000, 0.000, 0.000, 0.000, 0.000, 0.000, 0.000, 0.000, 0.000, 0.000, 0.000, 0.000, 0.000, 0.000, 0.001, 0.000, 0.001, 0.001, 0.011, 0.026, 0.009, 0.003, 0.004, 0.001, 0.005, 0.036, 0.003, 0.000, 0.000, 0.000, 0.000, 0.001, 0.000, 0.000, 0.000, 0.000, 0.004, 0.002, 0.000, 0.000, 0.000, 0.000, 0.000, 0.000, 0.000, 0.000, 0.000, 0.000, 0.000, 0.000, 0.000, 0.000, 0.000, 0.000, 0.000, 0.003, 0.000, 0.000, 0.000, 0.000, 0.000, 0.000, 0.000, 0.000, 0.000, 0.000, -0.003, 0.000, -0.001, 0.000, 0.000, 0.000, 0.000, 0.000, 0.000, 0.000, 0.000, 0.000, 0.000, 0.000]
}



[2]
{
  "formula": "C4H14N3O",
  "method": "the ωB97M-V functional and the def2-TZVPD basis",
  "charge": 1,
  "relative_energy_kcal_mol": 40.4,
  "e_lumo_ev": -3.22,
  "e_homo_ev": -11.329,
  "orbital_gap_ev": 8.1,
  "symbols": ["C", "C", "C", "C", "N", "N", "N", "H", "H", "H", "H", "H", "H", "H", "H", "H", "H", "H", "H", "H", "H", "O"],
  "coordinates": [[0.302293, -1.991359, -0.818033], [-0.342895, -0.838724, -1.565325], [-0.633453, 0.316645, -0.662148], [0.149051, 1.405516, -0.747100], [0.169666, 2.464433, 0.164250], [-1.815542, 0.276656, 0.111420], [1.391016, -1.337989, 0.105687], [0.865110, -2.679070, -1.422999], [-0.293129, -2.468344, -0.051850], [0.380199, -0.574155, -2.323430], [-1.270598, -1.139526, -2.052082], [0.937774, 1.459609, -1.490003], [0.105787, 3.371988, -0.265778], [-0.578237, 2.413181, 0.857712], [-1.671345, 0.326077, 1.108879], [-2.506699, -0.404235, -0.144819], [2.173491, -1.994995, 0.151076], [1.673048, -0.412356, -0.212837], [0.985963, -1.241955, 1.040188], [0.370913, -0.494737, 3.201666], [1.076221, 0.750458, 2.621126], [0.421545, 0.074037, 2.415222]],
  "atomic_forces_ev_per_a": [[0.940, 1.144, 1.504], [-0.360, -0.237, 0.001], [-0.331, 0.697, -0.875], [0.195, -0.216, 0.557], [-0.799, -0.016, 0.470], [0.716, 0.169, 0.499], [-0.172, -1.639, -0.490], [-0.253, -0.422, -0.374], [-0.574, -0.442, -0.451], [-0.015, 0.390, -0.433], [0.107, -0.344, -0.155], [0.024, -0.151, -0.045], [0.291, 0.276, -0.200], [0.180, -0.087, -0.320], [-0.150, -0.037, 0.072], [0.003, -0.211, -0.067], [0.093, 0.396, 0.108], [-0.020, 0.181, -0.065], [0.160, 0.647, 0.130], [-0.038, 0.429, -0.107], [-0.015, 0.141, 0.049], [0.016, -0.667, 0.191]],
  "lowdin_charge": [-0.078, -0.144, -0.388, -0.188, 0.062, 0.108, 0.174, 0.122, 0.126, 0.120, 0.132, 0.120, 0.089, 0.082, 0.067, 0.089, 0.165, 0.133, 0.105, 0.079, 0.071, -0.046]
}